# 1
Formula: C51H38N2O5P2RhTe
Source: the Open Molecules 2025 dataset
Level of theory: the ωB97M-V functional and the def2-TZVPD basis

XYZ file:
```
100
Properties=species:S:1:pos:R:3:lowdin_charge:R:1
Rh 0.18 -0.03 -0.18 0.887
O -4.84 -1.41 2.93 0.070
C -3.85 -0.95 2.12 -0.274
C -3.24 0.29 2.31 0.075
C -2.23 0.65 1.45 -0.172
N -1.83 -0.15 0.47 0.051
C -2.40 -1.33 0.28 -0.190
C -3.44 -1.78 1.07 0.083
C -1.77 -2.11 -0.82 -0.570
O -2.36 -3.05 -1.33 0.079
O -0.58 -1.70 -1.13 -0.150
C -1.47 1.96 1.53 -0.629
O -1.90 2.81 2.30 0.035
O -0.47 2.01 0.74 -0.096
H -4.98 -0.76 3.62 0.108
H -3.53 0.97 3.09 0.131
H -3.89 -2.74 0.88 0.137
Te 3.76 1.58 -3.04 1.255
C 4.25 0.56 -4.82 -0.559
C 3.63 0.88 -6.02 -0.140
C 3.93 0.13 -7.15 -0.167
N 4.79 -0.89 -7.17 0.043
C 5.37 -1.19 -6.01 -0.164
C 5.14 -0.51 -4.82 -0.131
C 2.14 0.43 -2.52 -0.979
P 0.54 1.14 -2.28 0.832
C -0.66 0.42 -3.48 -0.360
C -0.26 -0.15 -4.68 -0.102
C -1.20 -0.67 -5.56 -0.084
C -2.55 -0.62 -5.25 -0.097
C -2.96 -0.05 -4.05 -0.084
C -2.02 0.46 -3.17 -0.100
C 0.51 2.87 -2.78 -0.382
C 0.77 3.83 -1.79 -0.095
C 0.83 5.18 -2.13 -0.081
C 0.61 5.57 -3.44 -0.097
C 0.32 4.62 -4.41 -0.089
C 0.26 3.28 -4.08 -0.086
P 2.22 -0.79 -1.19 0.891
C 4.00 -1.03 -0.81 -0.354
C 4.71 -0.12 -0.02 -0.146
C 6.04 -0.33 0.30 -0.080
C 6.71 -1.45 -0.19 -0.093
C 6.03 -2.35 -0.99 -0.084
C 4.68 -2.15 -1.30 -0.080
C 1.85 -2.40 -1.97 -0.391
C 1.56 -3.51 -1.18 -0.099
C 1.40 -4.75 -1.76 -0.076
C 1.51 -4.90 -3.14 -0.091
C 1.80 -3.80 -3.93 -0.073
C 1.98 -2.55 -3.34 -0.094
H 2.92 1.69 -6.08 0.086
H 3.45 0.37 -8.10 0.097
H 6.06 -2.03 -6.03 0.097
H 5.64 -0.82 -3.91 0.083
H 0.80 -0.18 -4.92 0.085
H -0.87 -1.13 -6.49 0.097
H -3.28 -1.04 -5.93 0.094
H -4.01 -0.03 -3.79 0.099
H -2.34 0.89 -2.22 0.101
H 0.92 3.52 -0.77 0.096
H 1.03 5.91 -1.36 0.101
H 0.64 6.62 -3.70 0.095
H 0.14 4.93 -5.44 0.097
H 0.03 2.54 -4.84 0.100
H 4.24 0.78 0.32 0.079
H 6.56 0.39 0.92 0.102
H 7.75 -1.62 0.06 0.098
H 6.53 -3.22 -1.39 0.101
H 4.17 -2.86 -1.93 0.098
H 1.44 -3.38 -0.11 0.108
H 1.16 -5.61 -1.13 0.100
H 1.37 -5.87 -3.59 0.095
H 1.89 -3.91 -5.00 0.100
H 2.23 -1.69 -3.95 0.079
C 0.35 -3.76 6.01 -0.113
C -0.57 -4.17 5.05 -0.101
C -0.65 -3.50 3.84 -0.050
C 0.16 -2.41 3.54 -0.195
C 1.09 -2.01 4.51 -0.031
C 1.18 -2.68 5.73 -0.090
C 0.01 -1.77 2.21 -0.081
C 0.47 -0.61 1.73 -0.202
C 1.10 0.44 2.59 -0.263
C 0.38 0.98 3.65 -0.062
C 0.91 2.02 4.41 -0.067
C 2.17 2.53 4.12 -0.094
C 2.89 2.00 3.07 -0.074
C 2.35 0.97 2.31 -0.051
H 0.43 -4.28 6.95 0.091
H -1.22 -5.01 5.25 0.095
H -1.38 -3.83 3.10 0.108
H 1.75 -1.18 4.32 0.105
H 1.90 -2.35 6.46 0.097
H -0.57 -2.39 1.52 0.083
H -0.60 0.59 3.88 0.121
H 0.32 2.44 5.22 0.104
H 2.57 3.34 4.71 0.094
H 3.87 2.39 2.82 0.097
H 2.88 0.55 1.48 0.051
```

Energy relative to the best compared isomer or geometry (same formula, charge and spin) ... 58.2 kJ/mol
E ... -95602.530 eV
Charge ... -1
Kohn-Sham gap ... 6.752 eV



# 2
Formula: C51H42AsDyN5O3S2
Source: the Open Molecules 2025 dataset
Level of theory: the ωB97M-V functional and the def2-TZVPD basis

XYZ file:
```
105
Properties=species:S:1:pos:R:3:lowdin_charge:R:1
Dy -0.28 -1.63 1.35 1.549
S -0.18 1.09 0.14 0.403
C -1.63 1.91 -0.30 -0.746
C -2.78 1.80 0.57 -0.131
C -3.95 2.49 0.28 -0.083
C -4.07 3.22 -0.96 -0.091
C -2.94 3.32 -1.83 -0.146
C -1.78 2.60 -1.56 -0.440
As -0.27 2.40 -2.83 1.281
C 0.74 4.11 -2.83 -0.407
C 1.78 4.14 -3.79 -0.166
C 2.29 5.38 -4.13 -0.118
C 1.96 6.55 -3.39 -0.103
C 0.98 6.51 -2.40 -0.109
C 0.40 5.28 -2.15 -0.116
C -1.28 2.67 -4.56 -0.389
C -1.24 3.87 -5.30 -0.099
C -2.13 3.99 -6.40 -0.109
C -3.08 3.01 -6.67 -0.114
C -3.06 1.81 -5.94 -0.101
C -2.15 1.63 -4.92 -0.137
H -2.53 1.38 1.57 0.083
H -4.87 2.45 0.92 0.110
H -4.96 3.74 -1.26 0.072
H -3.02 3.97 -2.73 0.105
H 2.15 3.22 -4.26 0.100
H 2.94 5.37 -5.04 0.109
H 2.43 7.53 -3.73 0.110
H 0.64 7.38 -1.88 0.089
H -0.51 5.24 -1.50 0.109
H -0.69 4.79 -4.90 0.115
H -2.13 4.88 -7.02 0.087
H -3.79 3.10 -7.54 0.112
H -3.80 1.08 -6.14 0.089
H -1.97 0.66 -4.50 0.094
O -1.67 -2.93 2.94 -0.158
C -2.56 -1.99 2.90 -0.609
O -2.20 -0.88 2.38 -0.229
C -3.96 -2.27 3.42 -0.166
C -4.27 -2.86 4.64 -0.092
C -5.47 -3.47 4.89 -0.141
C -6.41 -3.68 3.87 -0.127
C -6.13 -3.17 2.64 -0.159
C -4.94 -2.41 2.37 -0.740
S -4.71 -1.84 0.80 0.520
H -3.58 -2.65 5.46 0.107
H -5.71 -3.82 5.92 0.092
H -7.28 -4.25 4.09 0.081
H -6.85 -3.11 1.80 0.082
N 1.89 -5.24 -8.37 0.154
C 1.79 -5.03 -7.22 -0.207
C 1.80 -4.61 -5.89 -0.254
C 1.39 -5.55 -4.91 -0.020
C 1.33 -5.18 -3.58 -0.024
C 1.50 -3.78 -3.29 -0.135
C 2.12 -2.88 -4.25 0.008
C 2.25 -3.32 -5.56 -0.012
C 1.04 -3.21 -1.96 0.038
C 2.01 -2.41 -1.11 -0.244
C 3.39 -2.48 -1.30 -0.061
C 3.99 -1.85 -0.20 -0.106
C 2.99 -1.34 0.57 -0.186
N 1.74 -1.68 0.08 -0.106
C -0.27 -3.57 -1.41 -0.230
C -1.24 -4.40 -2.07 -0.004
C -2.28 -4.68 -1.11 -0.043
C -1.87 -4.08 0.06 -0.150
N -0.74 -3.34 -0.09 -0.119
H 1.07 -6.53 -5.32 0.130
H 1.05 -5.87 -2.79 0.118
H 2.37 -1.89 -3.86 0.123
H 2.73 -2.70 -6.34 0.131
H 3.91 -2.94 -2.16 0.113
H 5.05 -1.66 -0.09 0.091
H 3.18 -0.75 1.42 0.081
H -1.09 -4.87 -3.07 0.109
H -3.25 -5.14 -1.37 0.109
H -2.30 -4.20 1.05 0.101
C 2.83 2.93 7.49 -0.072
C 3.70 2.76 6.23 -0.241
N 3.14 1.86 5.28 -0.077
C 3.00 2.40 3.88 -0.200
C 1.66 3.11 3.70 -0.065
C 3.28 0.51 5.56 -0.385
O 3.61 0.15 6.69 0.056
C 2.73 -0.56 4.60 -0.069
C 3.57 -1.74 4.55 0.032
C 3.03 -2.92 4.01 -0.025
C 1.77 -2.92 3.39 -0.116
N 1.17 -1.75 3.27 -0.091
C 1.59 -0.61 3.82 -0.082
H 3.40 2.84 8.41 0.064
H 2.07 2.11 7.49 0.092
H 2.33 3.89 7.40 0.059
H 4.71 2.37 6.55 0.130
H 3.92 3.76 5.75 0.129
H 3.22 1.65 3.13 0.104
H 3.86 3.10 3.81 0.113
H 0.85 2.34 3.58 0.066
H 1.68 3.80 2.77 0.109
H 1.43 3.62 4.66 0.076
H 4.53 -1.74 5.08 0.125
H 3.60 -3.87 4.00 0.113
H 1.43 -3.80 2.78 0.144
H 0.91 0.29 3.79 0.134
```

Energy relative to the best compared isomer or geometry (same formula, charge and spin) ... 215.2 kJ/mol
Multiplicity ... 6
E ... -173755.153 eV
Charge ... -1
Kohn-Sham gap (spin up / spin down) ... 3.732 / 3.735 eV



# 3
Formula: C51H42N2O4P2S2SiV
Source: the Open Molecules 2025 dataset
Level of theory: the ωB97M-V functional and the def2-TZVPD basis

XYZ file:
```
105
Properties=species:S:1:pos:R:3:lowdin_charge:R:1
V 1.31 -2.49 0.05 0.604
S -0.46 -3.16 -1.14 0.711
P -2.01 0.17 -0.90 0.926
C -1.44 0.11 0.82 -0.924
P -1.41 1.26 2.21 0.961
S -2.25 -1.40 1.42 0.797
C -1.03 2.96 1.59 -0.382
C -2.00 3.82 1.07 -0.093
C -1.67 5.11 0.71 -0.089
C -0.38 5.59 0.90 -0.112
C 0.58 4.76 1.44 -0.103
C 0.27 3.45 1.77 -0.117
C -3.09 1.67 2.91 -0.376
C -3.07 2.51 4.03 -0.125
C -4.23 2.79 4.73 -0.114
C -5.43 2.21 4.34 -0.124
C -5.45 1.36 3.24 -0.096
C -4.29 1.08 2.54 -0.105
C -1.41 1.74 -1.61 -0.377
C -2.09 2.42 -2.63 -0.113
C -1.55 3.55 -3.21 -0.108
C -0.30 4.02 -2.82 -0.114
C 0.42 3.32 -1.87 -0.092
C -0.12 2.18 -1.29 -0.120
C -3.85 0.47 -0.89 -0.385
C -4.61 -0.70 -0.97 -0.136
C -5.99 -0.67 -0.86 -0.100
C -6.64 0.55 -0.68 -0.118
C -5.90 1.72 -0.59 -0.105
C -4.51 1.68 -0.70 -0.122
H -3.01 3.46 0.97 0.088
H -2.43 5.76 0.27 0.096
H -0.13 6.61 0.63 0.090
H 1.59 5.13 1.61 0.095
H 1.03 2.79 2.17 0.092
H -2.12 2.95 4.33 0.097
H -4.20 3.44 5.59 0.089
H -6.34 2.43 4.88 0.085
H -6.39 0.90 2.93 0.095
H -4.32 0.40 1.70 0.059
H -3.05 2.05 -2.96 0.097
H -2.11 4.08 -3.98 0.090
H 0.11 4.92 -3.27 0.089
H 1.40 3.66 -1.56 0.093
H 0.45 1.61 -0.56 0.078
H -4.08 -1.64 -1.10 0.084
H -6.56 -1.59 -0.91 0.093
H -7.72 0.58 -0.60 0.088
H -6.40 2.66 -0.43 0.096
H -3.95 2.60 -0.63 0.083
O 2.34 -6.26 -0.26 0.019
C 2.01 -5.09 -0.49 -0.596
O 1.84 -4.20 0.48 -0.190
C 1.80 -4.55 -1.82 -0.277
C 2.16 -5.17 -3.00 -0.049
C 2.10 -4.50 -4.21 -0.094
C 1.73 -3.12 -4.21 -0.187
C 1.71 -2.33 -5.38 -0.058
C 1.37 -1.00 -5.35 -0.115
C 1.08 -0.37 -4.14 -0.096
C 1.08 -1.13 -2.98 -0.083
C 1.37 -2.49 -3.00 -0.263
N 1.23 -3.25 -1.79 -0.483
H 2.55 -6.17 -2.92 0.113
H 2.38 -4.98 -5.14 0.076
H 1.97 -2.82 -6.32 0.097
H 1.32 -0.43 -6.27 0.088
H 0.81 0.68 -4.11 0.093
H 0.80 -0.67 -2.03 0.076
C 4.91 -2.70 0.57 -0.196
Si 3.59 -1.82 -0.51 0.739
C 4.48 -1.75 -2.20 -0.191
C 3.50 0.04 0.13 -0.313
C 3.46 1.05 -0.95 -0.068
C 4.08 2.23 -0.83 -0.097
C 4.71 2.62 0.43 -0.097
C 4.78 1.80 1.47 -0.031
C 4.32 0.37 1.38 -0.279
H 5.89 -2.24 0.45 0.021
H 4.98 -3.75 0.25 0.027
H 4.64 -2.69 1.63 0.030
H 5.45 -1.25 -2.10 0.023
H 3.91 -1.24 -2.97 0.011
H 4.67 -2.77 -2.55 0.027
H 2.91 0.80 -1.85 0.100
H 4.07 2.95 -1.64 0.089
H 5.09 3.64 0.50 0.089
H 5.21 2.11 2.42 0.100
H 5.17 -0.29 1.61 0.125
O 3.21 0.05 2.25 -0.016
C 2.31 -0.03 1.12 -0.401
O 1.57 -1.15 1.04 -0.255
H 1.65 0.85 1.13 0.133
N 1.88 -5.74 5.25 0.125
C 1.30 -5.05 4.54 -0.200
C 0.54 -4.18 3.71 -0.243
C -0.39 -4.69 2.80 -0.032
C -1.18 -3.82 2.07 -0.141
C -1.06 -2.43 2.23 -0.547
C -0.12 -1.93 3.13 -0.105
C 0.68 -2.79 3.86 -0.021
H -0.47 -5.76 2.67 0.121
H -1.91 -4.20 1.37 0.092
H -0.04 -0.86 3.27 0.065
H 1.41 -2.40 4.56 0.119
```

Energy relative to the best compared isomer or geometry (same formula, charge and spin) ... 477.8 kJ/mol
Multiplicity ... 2
E ... -138552.893 eV
Charge ... -2
Kohn-Sham gap (spin up / spin down) ... 5.226 / 5.222 eV



# 4
Formula: C51H43AsFIrN9OS3
Source: the Open Molecules 2025 dataset
Level of theory: the ωB97M-V functional and the def2-TZVPD basis

XYZ file:
```
110
Properties=species:S:1:pos:R:3:lowdin_charge:R:1
Ir -0.18 -0.02 -0.40 1.218
C 3.40 2.02 -1.10 0.012
C 3.50 1.51 0.33 -0.384
C 4.13 2.45 1.26 0.030
C 3.53 2.76 2.47 -0.050
C 2.34 2.19 2.85 -0.012
C 1.71 1.16 2.06 -0.164
N 2.27 0.81 0.83 -0.019
C 0.52 0.51 2.55 -0.206
C 0.32 0.41 3.94 0.002
C -0.81 -0.19 4.44 -0.022
C -1.78 -0.64 3.55 0.003
C -1.59 -0.49 2.19 -0.215
N -0.45 0.04 1.70 -0.011
C -2.65 -0.83 1.21 -0.207
C -3.81 -1.49 1.56 -0.013
C -4.79 -1.68 0.59 -0.016
C -4.57 -1.22 -0.69 0.013
C -3.37 -0.58 -0.99 -0.287
C -3.06 -0.09 -2.37 -0.054
N -2.45 -0.40 -0.04 0.063
H 4.40 2.23 -1.46 0.098
H 2.80 2.94 -1.13 0.083
H 2.94 1.27 -1.73 0.069
H 5.07 2.89 0.97 0.126
H 3.99 3.49 3.12 0.119
H 1.85 2.50 3.76 0.108
H 1.08 0.78 4.61 0.117
H -0.95 -0.31 5.50 0.124
H -2.69 -1.07 3.93 0.112
H -3.97 -1.85 2.56 0.110
H -5.72 -2.17 0.85 0.126
H -5.32 -1.34 -1.46 0.126
H -3.97 0.19 -2.90 0.097
H -2.56 -0.88 -2.93 0.066
H -2.40 0.78 -2.31 0.038
N 7.20 -1.49 -0.11 0.177
C 5.98 -1.28 0.41 -0.489
N 5.56 -2.07 1.41 0.195
N 5.28 -0.28 -0.06 0.166
C 4.06 0.08 0.32 -0.326
N 2.95 -0.49 0.70 0.182
H 7.84 -2.15 0.29 0.113
H 7.54 -0.84 -0.79 0.117
H 6.13 -2.81 1.77 0.114
H 4.62 -1.99 1.75 0.091
F -0.06 6.10 -1.01 0.104
C -0.14 4.77 -0.89 -0.267
C 0.16 3.97 -1.98 0.004
C 0.11 2.60 -1.82 -0.154
C -0.25 1.99 -0.61 -0.333
C -0.58 2.85 0.46 -0.091
C -0.51 4.23 0.33 0.015
H 0.42 4.43 -2.92 0.130
H 0.36 1.99 -2.67 0.021
H -0.89 2.45 1.41 0.097
H -0.75 4.88 1.15 0.129
S -0.71 1.76 -7.47 0.804
C -0.09 0.88 -6.23 -1.024
S -0.86 0.82 -4.67 1.026
C 0.49 -0.15 -4.07 -0.979
N 1.37 -0.41 -5.00 0.039
N 1.08 0.13 -6.18 -0.097
C 2.05 -0.06 -7.21 -0.183
C 1.72 -0.06 -8.57 -0.035
C 2.73 -0.20 -9.51 -0.049
C 4.05 -0.36 -9.11 -0.049
C 4.36 -0.42 -7.76 -0.055
C 3.37 -0.28 -6.81 -0.009
S 0.65 -0.82 -2.52 0.709
H 0.70 0.02 -8.89 0.072
H 2.48 -0.19 -10.56 0.119
H 4.83 -0.45 -9.85 0.117
H 5.38 -0.57 -7.45 0.114
H 3.60 -0.31 -5.75 0.110
O -0.21 -2.14 0.00 -0.626
As 0.09 -3.76 -0.14 1.261
C 0.67 -4.15 -1.94 -0.328
C 1.95 -4.60 -2.25 -0.081
C 2.29 -4.78 -3.59 -0.057
C 1.37 -4.51 -4.59 -0.054
C 0.10 -4.05 -4.27 -0.071
C -0.25 -3.86 -2.94 -0.172
C -1.64 -4.58 0.17 -0.271
C -2.29 -5.40 -0.75 -0.083
C -3.57 -5.85 -0.47 -0.058
C -4.19 -5.50 0.72 -0.058
C -3.53 -4.71 1.65 -0.080
C -2.25 -4.24 1.37 -0.104
C 1.20 -4.29 1.33 -0.287
C 1.15 -3.47 2.45 -0.103
C 1.82 -3.84 3.61 -0.061
C 2.53 -5.04 3.65 -0.061
C 2.58 -5.85 2.53 -0.065
C 1.91 -5.49 1.37 -0.087
H 2.67 -4.79 -1.47 0.103
H 3.28 -5.14 -3.84 0.114
H 1.64 -4.66 -5.62 0.115
H -0.62 -3.84 -5.05 0.115
H -1.23 -3.48 -2.67 0.103
H -1.80 -5.69 -1.67 0.101
H -4.09 -6.47 -1.19 0.115
H -5.19 -5.85 0.93 0.115
H -4.00 -4.45 2.58 0.114
H -1.72 -3.62 2.08 0.099
H 0.60 -2.55 2.41 0.081
H 1.76 -3.21 4.49 0.110
H 3.03 -5.34 4.56 0.114
H 3.12 -6.79 2.57 0.114
H 1.92 -6.15 0.51 0.108
```

Multiplicity ... 6
E ... -167926.436 eV
Charge ... +2
Kohn-Sham gap (spin up / spin down) ... 5.578 / 4.793 eV



Which max |F| belongs to each record? In order, 0.0372 0.0723 0.0561 0.0324 Eh/bohr.